{"formula": "C9H27BrNaO12P3", "method": "ωB97M-V/def2-TZVPD", "elements": ["Na", "Br", "C", "O", "P", "O", "O", "C", "O", "C", "H", "H", "H", "H", "H", "H", "H", "H", "H", "C", "O", "P", "O", "O", "C", "O", "C", "H", "H", "H", "H", "H", "H", "H", "H", "H", "C", "O", "P", "O", "O", "C", "O", "C", "H", "H", "H", "H", "H", "H", "H", "H", "H"], "xyz": [[0.14623, 1.07156, -0.53242], [-0.53078, 2.85583, -1.79473], [-3.45355, -0.91427, 1.31109], [-3.31820, -0.54136, -0.05371], [-2.41632, 0.84788, -0.26790], [-1.10045, 0.81262, 0.31233], [-3.44071, 1.91057, 0.36075], [-4.77008, 1.98135, -0.22114], [-2.41507, 1.20820, -1.87022], [-1.77169, 0.37588, -2.77367], [-3.38746, -0.02158, 1.93306], [-2.63002, -1.57658, 1.57799], [-4.39914, -1.40384, 1.54403], [-5.42031, 2.68244, 0.30210], [-5.35802, 1.07721, -0.06314], [-4.82947, 2.43782, -1.20916], [-1.99954, 0.72282, -3.78155], [-1.95817, -0.68910, -2.63537], [-0.70056, 0.52048, -2.63268], [0.43920, -0.41089, -3.80973], [1.82546, -0.55419, -3.63142], [2.43159, -0.23524, -2.11166], [1.67439, 0.79445, -1.34176], [2.63817, -1.69764, -1.50303], [1.72486, -2.43300, -0.67366], [3.91331, 0.24331, -2.43959], [4.90150, 0.53370, -1.37762], [0.35464, 0.18683, -4.71730], [-0.12997, 0.01662, -2.98426], [0.21041, -1.45821, -4.00685], [2.14629, -2.95858, 0.18323], [1.27850, -3.30453, -1.15251], [1.01614, -1.71811, -0.25560], [5.34406, 1.47436, -1.70536], [5.65299, -0.21978, -1.14175], [4.45751, 0.75410, -0.40685], [2.01293, -1.63110, 1.39568], [0.85950, -0.98880, 1.86200], [0.88522, 0.65309, 1.91445], [1.08083, 1.39828, 0.64781], [-0.42912, 1.06802, 2.72893], [-1.67734, 0.55624, 2.46511], [1.98728, 0.84977, 3.03449], [2.04452, 0.15620, 4.30375], [2.66907, -1.06376, 0.73560], [1.77880, -2.57059, 0.89503], [2.67193, -1.92284, 2.21344], [-2.08238, 0.28945, 3.44125], [-1.66263, -0.32257, 1.82047], [-2.28975, 1.31211, 1.97345], [1.51573, 0.69472, 5.09019], [3.01170, -0.06255, 4.75632], [1.49794, -0.78678, 4.29211]], "lowdin_charge": [-0.395, 0.364, -0.133, -0.192, 0.535, -0.324, -0.199, -0.065, -0.381, -0.205, 0.055, 0.100, 0.108, 0.087, 0.091, 0.099, 0.131, 0.121, -0.064, -0.123, -0.203, 0.550, -0.256, -0.161, -0.114, -0.194, -0.046, 0.121, -0.055, 0.112, 0.060, 0.121, 0.097, 0.094, 0.087, 0.081, -0.181, -0.173, 0.561, -0.231, -0.130, -0.213, -0.188, -0.079, 0.110, -0.001, 0.115, 0.126, 0.041, 0.084, 0.087, 0.090, 0.082], "homo_ev": -6.65, "total_charge": 0, "lumo_energy_ha": -0.0018, "de_lowest_kj_mol": 1540.1}

{"formula": "C9H27ClIOP2SV", "method": "ωB97M-V/def2-TZVPD", "elements": ["C", "I", "H", "H", "H", "V", "P", "C", "C", "H", "H", "H", "H", "H", "H", "C", "H", "H", "H", "P", "C", "C", "H", "H", "H", "C", "H", "H", "H", "H", "H", "H", "Cl", "C", "S", "C", "O", "H", "H", "H", "H", "H", "H"], "xyz": [[1.66338, 1.52167, -1.79296], [1.30190, 2.37049, 1.26764], [1.35369, 0.84721, -2.61793], [2.71917, 1.37829, -1.58620], [1.47830, 2.58787, -2.01820], [0.47197, 0.61201, -0.38754], [2.04446, -1.22848, 0.14004], [3.22022, -0.91067, 1.49233], [1.47035, -2.93901, 0.47493], [2.32006, -3.64464, 0.44729], [3.82762, -2.20459, -1.14823], [0.73858, -3.25133, -0.27843], [2.41215, -1.77609, -2.17964], [2.69067, -1.01227, 2.44953], [0.99119, -3.02228, 1.45993], [3.05522, -1.44570, -1.35202], [4.04444, -1.64403, 1.41312], [3.51710, -0.48558, -1.63028], [3.58658, 0.11614, 1.36060], [-1.76659, 1.53975, -1.02890], [-2.20717, 3.02933, -0.11388], [-1.62860, 1.96944, -2.78293], [-3.17584, -0.40433, -1.46546], [-4.08583, 1.13848, -1.45822], [-3.58669, 0.37635, 0.09137], [-3.29364, 0.56517, -0.95254], [-1.45847, 1.07399, -3.38733], [-2.57608, 2.43583, -3.08194], [-3.16553, 3.38707, -0.50711], [-1.41304, 3.77198, -0.27913], [-0.78731, 2.65667, -2.93741], [-2.26960, 2.75378, 0.94747], [-0.41076, -1.06615, -1.81828], [0.01806, -0.57872, 3.10620], [-0.99903, -0.16537, 1.70345], [-2.02389, -1.64763, 1.51065], [-1.92389, 0.88607, 2.25946], [0.34898, -1.60442, 3.02600], [-0.65336, -0.45467, 3.95099], [0.83226, 0.16643, 3.20410], [-1.65941, -2.36543, 2.23437], [-3.04294, -1.32628, 1.77618], [-1.97867, -2.00635, 0.48894]], "lowdin_charge": [-0.190, 0.921, 0.040, 0.030, 0.061, -0.103, 0.750, -0.215, -0.206, 0.096, 0.097, 0.046, 0.062, 0.047, 0.046, -0.207, 0.096, 0.055, 0.040, 0.743, -0.210, -0.200, 0.055, 0.096, 0.055, -0.211, 0.056, 0.096, 0.095, 0.063, 0.064, 0.044, 0.256, -0.194, 0.767, -0.126, -0.358, 0.062, 0.103, 0.041, 0.084, 0.104, 0.049], "homo_ev": [-20.19, -20.28], "total_charge": 3, "lumo_energy_ha": [-0.4671, -0.5519], "spin_multiplicity": 2}

{"formula": "C9H27N9O18", "method": "ωB97M-V/def2-TZVPD", "elements": ["C", "N", "O", "O", "H", "H", "H", "C", "N", "O", "O", "H", "H", "H", "C", "N", "O", "O", "H", "H", "H", "C", "N", "O", "O", "H", "H", "H", "C", "N", "O", "O", "H", "H", "H", "C", "N", "O", "O", "H", "H", "H", "C", "N", "O", "O", "H", "H", "H", "C", "N", "O", "O", "H", "H", "H", "C", "N", "O", "O", "H", "H", "H"], "xyz": [[0.07578, -2.38306, -2.94526], [0.58790, -3.21325, -1.82823], [0.33739, -4.39238, -1.75884], [1.24077, -2.67025, -0.91982], [0.03215, -1.36249, -2.56493], [-0.91705, -2.70216, -3.26233], [0.79240, -2.39189, -3.76653], [1.15444, 1.92198, 1.70992], [1.86988, 1.86918, 2.98820], [3.06069, 1.54251, 2.84809], [1.31720, 2.23055, 4.01291], [1.68255, 2.62131, 1.06174], [0.14627, 2.28979, 1.90077], [1.22605, 0.92081, 1.28493], [1.68795, -1.72343, 3.94154], [1.64614, -1.07626, 2.58682], [0.66798, -0.36473, 2.31004], [2.69843, -1.18778, 1.93251], [1.94229, -2.77643, 3.82074], [0.73535, -1.43690, 4.38715], [2.53844, -1.19371, 4.37070], [-2.47066, 1.14326, -2.36817], [-3.55408, 2.15880, -2.30713], [-4.19047, 2.45846, -3.34307], [-3.83016, 2.53633, -1.20363], [-1.81480, 1.24607, -3.23268], [-2.84106, 0.12352, -2.26306], [-1.87407, 1.34462, -1.47843], [-3.94148, -2.11009, -0.75624], [-2.69228, -2.79653, -0.44050], [-1.66719, -2.16758, -0.29969], [-2.67916, -4.01016, -0.27902], [-3.65994, -1.25112, -1.36534], [-4.48050, -1.81621, 0.14442], [-4.64317, -2.76215, -1.27639], [-0.42896, -0.01012, 0.12212], [0.67713, 0.03690, -0.93550], [1.77575, 0.35206, -0.47775], [0.31342, 0.03496, -2.14247], [-1.13287, -0.83812, 0.03843], [-0.94349, 0.94175, -0.00950], [0.04119, -0.07645, 1.10328], [3.95769, -0.08595, 0.77025], [4.93467, 0.55611, 1.68449], [5.48007, 1.59094, 1.31387], [5.32635, -0.02693, 2.70457], [2.99840, 0.43121, 0.79109], [3.63920, -1.06738, 1.12166], [4.33997, -0.23118, -0.24012], [-1.01368, 0.41559, 2.88340], [-2.09275, 1.42119, 3.08754], [-1.76817, 2.51492, 3.42955], [-3.23705, 0.99966, 2.99346], [-1.19495, -0.13208, 1.95858], [-1.14219, -0.17033, 3.79351], [-0.02345, 0.86259, 2.79544], [0.16990, 1.43061, -3.89277], [-0.44255, 2.74200, -4.20306], [-1.65417, 2.71544, -4.32377], [0.29877, 3.69225, -4.27103], [1.23764, 1.47048, -3.67729], [0.19376, 0.91008, -4.85015], [-0.49362, 0.90120, -3.20899]], "lowdin_charge": [0.046, -0.409, 0.085, 0.035, 0.014, 0.106, 0.116, 0.011, -0.371, 0.062, 0.117, 0.142, 0.105, 0.041, 0.130, -0.184, -0.214, 0.024, 0.118, 0.101, 0.122, 0.022, -0.404, 0.059, 0.083, 0.035, 0.088, 0.075, 0.077, -0.376, 0.008, 0.118, 0.074, 0.123, 0.113, 0.036, -0.220, 0.041, -0.112, 0.038, 0.114, -0.015, -0.021, -0.418, 0.052, 0.039, 0.047, 0.004, 0.118, -0.024, -0.426, 0.105, 0.056, 0.092, 0.139, 0.037, 0.017, -0.409, 0.040, 0.104, 0.120, 0.126, 0.029], "homo_ev": -9.98, "total_charge": 0, "lumo_energy_ha": -0.0712, "de_lowest_kj_mol": 1284.9}

{"formula": "C9H27NO7S4", "method": "ωB97M-V/def2-TZVPD", "elements": ["C", "C", "O", "C", "O", "S", "O", "O", "N", "H", "H", "H", "H", "H", "H", "H", "H", "H", "C", "S", "O", "C", "H", "H", "H", "H", "H", "H", "C", "S", "O", "C", "H", "H", "H", "H", "H", "H", "C", "S", "O", "C", "H", "H", "H", "H", "H", "H"], "xyz": [[-0.55249, -3.69357, 0.52737], [-1.51095, -2.65792, 1.09013], [-2.53785, -2.33570, 0.15859], [-2.19720, -3.03900, 2.41199], [-1.59855, -4.16055, 3.09872], [-2.41032, -5.55959, 3.08149], [-2.79995, -5.83351, 1.71373], [-1.13251, -6.46694, 3.47833], [0.21098, -6.09117, 3.05322], [-0.99217, -4.69298, 0.47679], [-0.27902, -3.37822, -0.47885], [0.37563, -3.71015, 1.10486], [-0.92368, -1.75028, 1.27384], [-2.33333, -1.45045, -0.17823], [-3.25720, -3.22003, 2.21668], [-2.11786, -2.21900, 3.12828], [0.62128, -7.01880, 2.96800], [0.10204, -5.75315, 2.09490], [-3.83064, 1.66970, 0.29504], [-2.54256, 1.47584, -0.93652], [-1.72535, 0.30097, -0.49168], [-1.57644, 2.91207, -0.49239], [-4.49776, 0.81468, 0.20494], [-3.37490, 1.68729, 1.28471], [-4.37870, 2.59117, 0.09891], [-1.30886, 2.83987, 0.56245], [-2.16132, 3.81201, -0.68414], [-0.68230, 2.91809, -1.11407], [1.67601, 6.28825, -2.36665], [1.83836, 4.64950, -3.08068], [0.88583, 3.77483, -2.34033], [3.46718, 4.29707, -2.41373], [0.68874, 6.65929, -2.63340], [1.77086, 6.21698, -1.28343], [2.44047, 6.94316, -2.78435], [3.43130, 4.37035, -1.32685], [4.18971, 4.99907, -2.82936], [3.72512, 3.28373, -2.71516], [1.41690, 0.81543, -0.45100], [2.08656, -0.66174, -1.21364], [1.69357, -1.79651, -0.33713], [3.81679, -0.31731, -0.86125], [0.33328, 0.72957, -0.51877], [1.72963, 0.84263, 0.59354], [1.75806, 1.69922, -0.99208], [3.94666, -0.20842, 0.21545], [4.12118, 0.58890, -1.38557], [4.39578, -1.16467, -1.22271]], "lowdin_charge": [-0.054, -0.400, -0.050, -0.161, -0.362, 0.908, -0.397, -0.424, 0.047, 0.064, 0.073, 0.079, 0.133, 0.029, 0.115, 0.123, 0.084, 0.046, -0.257, 0.870, -0.560, -0.263, 0.055, 0.061, 0.055, 0.067, 0.061, 0.005, -0.266, 0.833, -0.567, -0.267, 0.051, 0.060, 0.055, 0.061, 0.056, 0.044, -0.263, 0.826, -0.542, -0.272, 0.003, 0.067, 0.030, 0.056, 0.040, 0.047], "homo_ev": -8.67, "total_charge": 0, "lumo_energy_ha": 0.0091, "de_lowest_kj_mol": 0.0}

{"formula": "C9H28AuN6O11P3", "method": "ωB97M-V/def2-TZVPD", "elements": ["Au", "N", "C", "C", "P", "O", "O", "O", "P", "O", "O", "O", "H", "H", "H", "H", "H", "H", "H", "H", "N", "N", "C", "N", "N", "N", "O", "O", "H", "H", "H", "H", "H", "C", "C", "O", "P", "O", "C", "C", "O", "C", "C", "H", "H", "H", "H", "H", "H", "H", "H", "H", "H", "H", "H", "H", "H", "H"], "xyz": [[-0.74776, -0.36632, -0.54255], [2.26690, 2.83916, -2.94594], [1.22758, 1.73452, -2.83654], [0.61186, 1.51741, -4.22057], [2.25014, 0.23512, -2.26599], [2.02894, -0.81718, -3.45404], [3.63692, 0.76900, -2.23574], [1.60857, -0.30311, -1.03174], [-0.04436, 2.44125, -1.64027], [-1.43437, 2.31639, -2.45011], [0.36748, 3.82517, -1.35774], [-0.32772, 1.57054, -0.38383], [2.38151, 3.15837, -3.90700], [3.16834, 2.40433, -2.62220], [1.97437, 3.64024, -2.35933], [1.38903, 1.24097, -4.93324], [0.10141, 2.41359, -4.57676], [-0.10842, 0.70281, -4.20434], [2.85244, -1.04323, -3.90615], [-1.77061, 3.18148, -2.72371], [-2.83374, -0.41465, -1.78559], [-3.05109, -1.77316, -2.00237], [-2.31087, -2.72052, -1.39806], [-2.63080, -3.97699, -1.63089], [-1.27719, -2.31887, -0.61697], [-0.40433, -3.26387, -0.02854], [0.51282, -2.78521, 0.57662], [-0.60684, -4.44295, -0.20638], [-3.58666, -0.00078, -1.24477], [-2.71533, 0.09821, -2.65480], [-3.83253, -2.05961, -2.57557], [-3.41304, -4.21027, -2.22233], [-2.07736, -4.71501, -1.21677], [0.26613, 2.56811, 3.77484], [-0.20215, 2.46777, 2.34905], [-0.90393, 1.16237, 2.14733], [-0.24201, -0.15537, 1.71189], [-0.86513, -1.30364, 2.53293], [-2.20616, -1.31535, 3.16684], [-2.10543, -2.16395, 4.40553], [1.26500, -0.05111, 1.90558], [2.41954, -0.99566, 1.73601], [3.65298, -0.22549, 2.11144], [0.77204, 3.52551, 3.90612], [0.97806, 1.77901, 4.01371], [-0.57166, 2.53164, 4.46919], [0.60442, 2.52184, 1.62416], [-0.96524, 3.19750, 2.09737], [-2.88891, -1.73711, 2.42982], [-2.48356, -0.28656, 3.38378], [-1.78511, -3.17522, 4.16143], [-3.08830, -2.21658, 4.87456], [-1.40933, -1.72820, 5.11960], [2.40364, -1.29025, 0.69307], [2.22523, -1.83778, 2.39522], [3.79972, 0.62120, 1.44270], [4.51110, -0.89030, 2.00901], [3.61373, 0.12078, 3.14302]], "lowdin_charge": [1.161, 0.158, -0.450, -0.089, 0.324, -0.128, -0.279, -0.382, 0.420, -0.152, -0.246, -0.459, 0.166, 0.119, 0.128, 0.097, 0.092, 0.080, 0.101, 0.108, 0.024, 0.017, -0.355, 0.241, -0.005, -0.372, 0.076, 0.115, 0.129, 0.107, 0.175, 0.149, 0.111, -0.045, -0.183, -0.215, 0.594, -0.202, -0.194, -0.047, -0.177, -0.184, -0.040, 0.101, 0.080, 0.091, 0.106, 0.133, 0.119, 0.117, 0.090, 0.099, 0.093, 0.077, 0.127, 0.089, 0.100, 0.088], "homo_ev": -15.30, "total_charge": 2, "lumo_energy_ha": -0.2856, "de_lowest_kj_mol": 0.0}